No. 1
{"formula": "C3H4Cl3NS", "method": "the ωB97M-V functional and the def2-TZVPD basis", "relative_energy_kcal_mol": 55.4, "homo_ev": -8.93, "e_lumo_ev": -0.659, "charge": 0, "gap_ha": 0.304, "symbols": ["C", "C", "C", "N", "S", "Cl", "Cl", "Cl", "H", "H", "H", "H"], "xyz": [[0.78325, -0.02618, 0.23039], [-1.77833, 0.52612, 0.11391], [2.30749, -0.00846, 0.13626], [-1.74953, -0.77628, -0.52816], [-0.03283, 1.29606, -0.16983], [2.81684, -1.21894, -1.23222], [3.17151, 1.58039, -0.16133], [2.88199, -0.73210, 1.61018], [-1.79319, 0.67059, 1.25408], [-2.61096, -0.89856, -0.95553], [-2.57315, 1.02265, -0.46110], [-1.42310, -1.43530, 0.16335]], "forces_ev_per_angstrom": [[1.40, -0.47, -0.38], [0.83, 0.09, -0.24], [-0.40, -0.53, -1.04], [1.76, 1.49, 2.40], [-0.66, 0.29, -0.20], [-0.73, 1.33, 0.91], [-0.41, -0.76, 0.05], [0.33, 0.17, 0.62], [-0.66, -0.72, -1.69], [-1.70, -1.12, -0.60], [0.55, 0.91, 0.78], [-0.30, -0.67, -0.62]]}

---

No. 2
{"formula": "C3H4Cl4NOP", "method": "the ωB97M-V functional and the def2-TZVPD basis", "relative_energy_kcal_mol": 0.0, "homo_ev": -9.44, "e_lumo_ev": -0.512, "charge": 0, "gap_ha": 0.328, "smiles": "C[C@@H](Cl)/C(Cl)=N/OP(Cl)Cl", "symbols": ["C", "C", "C", "N", "O", "P", "Cl", "Cl", "Cl", "Cl", "H", "H", "H", "H"], "xyz": [[-0.05268, -0.75748, 0.49780], [2.09296, 0.39890, 0.27777], [0.79924, 0.30050, 1.19037], [-0.80018, -0.41267, -0.44095], [-1.46452, -1.31472, -1.12345], [-3.15939, -0.30130, -1.88681], [0.28358, -2.42137, 0.96500], [-0.04214, 1.77707, 1.45315], [-2.14126, 0.96635, -3.03791], [-3.67229, 0.63258, -0.27278], [1.90987, 0.84807, -0.61921], [2.87967, 0.96572, 0.87204], [2.28064, -0.66322, 0.00803], [1.08649, -0.01844, 2.11695]], "forces_ev_per_angstrom": [[0.43, 0.08, 0.74], [0.06, -1.01, 3.69], [0.76, -0.81, -3.58], [0.09, 1.07, 0.34], [-3.10, 0.48, -1.54], [2.29, -3.18, -0.41], [-0.18, 0.36, -0.15], [-0.58, 1.30, -0.02], [0.24, 0.57, 0.04], [-0.11, 1.04, 1.25], [-0.77, 1.63, -2.26], [-0.62, -1.10, -1.00], [0.78, 0.69, 0.57], [0.71, -1.11, 2.33]]}

---

No. 3
{"formula": "C3H4ClFS", "method": "the ωB97M-V functional and the def2-TZVPD basis", "relative_energy_kcal_mol": 27.3, "homo_ev": -9.03, "e_lumo_ev": -0.753, "charge": 0, "gap_ha": 0.304, "smiles": "F[C@@H](Cl)CC=S", "symbols": ["C", "C", "C", "H", "H", "H", "H", "F", "S", "Cl"], "xyz": [[0.18528, -1.37767, 0.16440], [-0.10732, -0.03593, 0.90993], [-0.40363, 1.06972, 0.03458], [0.50780, -2.11947, 0.90031], [0.71772, 0.18639, 1.64927], [-0.89541, -0.15333, 1.46733], [-0.06123, 1.08002, -1.02371], [-0.67346, -1.94175, -0.70253], [-1.29726, 2.42884, 0.54186], [1.67662, -1.07742, -0.70550]], "forces_ev_per_angstrom": [[2.04, 0.35, 1.56], [3.59, -1.25, -2.18], [-1.62, 4.26, -0.81], [-0.62, -0.07, -0.01], [-0.48, -0.35, -1.12], [-4.55, -0.83, 3.38], [-0.15, -0.22, 0.85], [-1.01, 0.60, 0.20], [1.68, -2.54, -0.94], [1.12, 0.05, -0.93]]}

---

No. 4
{"formula": "C3H4ClFS", "method": "the ωB97M-V functional and the def2-TZVPD basis", "relative_energy_kcal_mol": 49.9, "homo_ev": -8.65, "e_lumo_ev": -0.478, "charge": 0, "gap_ha": 0.300, "smiles": "F[C@@H](Cl)CC=S", "symbols": ["C", "C", "C", "H", "H", "H", "H", "F", "S", "Cl"], "xyz": [[-1.04060, 0.50353, 0.47048], [0.17046, -0.27671, 1.04197], [1.03925, -0.36648, -0.06233], [-1.59265, 0.81205, 1.24374], [-0.02840, -1.36464, 1.43775], [0.45712, 0.28418, 1.94945], [0.55454, -0.05687, -1.25541], [-0.52958, 1.49154, -0.25724], [2.66611, -0.17335, -0.24305], [-2.25276, -0.55806, -0.34543]], "forces_ev_per_angstrom": [[1.23, -3.23, -0.40], [-2.44, -1.76, 2.00], [3.34, 2.31, -6.47], [-2.02, 2.01, 2.74], [-0.24, 1.98, -0.81], [0.69, -0.17, -0.62], [0.78, -1.86, 3.81], [-0.70, 1.11, -0.70], [-1.19, -0.73, 0.96], [0.56, 0.35, -0.51]]}

---

No. 5
{"formula": "C3H4ClIN2", "method": "the ωB97M-V functional and the def2-TZVPD basis", "homo_ev": [-7.78, -8.75], "s2": 2.0350, "e_lumo_ev": [0.357, -1.716], "charge": 0, "spin_multiplicity": 3, "gap_ha": [0.299, 0.259], "symbols": ["C", "C", "C", "N", "N", "Cl", "I", "H", "H", "H", "H"], "xyz": [[0.17058, 1.39196, -0.16462], [0.96934, 0.47701, 0.58846], [-0.86052, -1.49011, -0.01806], [-0.74618, 0.48660, -1.15208], [-1.26737, -0.55612, -0.78520], [-1.93263, -2.87094, 0.03916], [2.77260, -0.29578, -0.11201], [-0.48433, 1.89132, 0.54208], [0.72760, 1.99938, -1.02587], [0.70697, 0.25138, 1.52707], [-0.05606, -1.28470, 0.56107]], "forces_ev_per_angstrom": [[0.58, -0.64, -2.91], [2.45, 1.02, -2.58], [-3.37, -0.69, -1.31], [1.15, 3.73, -0.89], [-1.55, -2.03, -0.34], [0.88, 0.38, 0.49], [-0.53, 0.26, 0.21], [-0.22, 0.63, -0.44], [-1.31, -0.86, 2.42], [-0.57, -0.93, 3.40], [2.48, -0.88, 1.96]]}

---

No. 6
{"formula": "C3H4ClN", "method": "the ωB97M-V functional and the def2-TZVPD basis", "relative_energy_kcal_mol": 82.8, "homo_ev": -9.33, "e_lumo_ev": 0.551, "charge": 0, "gap_ha": 0.363, "symbols": ["C", "C", "C", "N", "Cl", "H", "H", "H", "H"], "xyz": [[0.73031, -0.76406, 1.34599], [-0.64274, -0.72313, -0.94252], [-0.04593, 0.44340, -1.19949], [0.79211, 0.12986, 2.06046], [0.86271, 1.35697, 3.08598], [-0.46998, -1.64177, -1.36379], [-1.48754, -0.75655, -0.28620], [-0.43083, 1.33985, -0.73226], [0.69188, 0.61543, -1.96817]], "forces_ev_per_angstrom": [[0.21, -2.65, -1.14], [-0.50, 2.72, 0.15], [-1.03, -0.47, -0.51], [0.11, 1.80, 1.48], [0.02, 0.58, 0.37], [1.01, -1.90, -1.20], [-0.25, 0.19, 0.59], [0.09, 0.06, 0.18], [0.33, -0.32, 0.09]]}

---

No. 7
{"formula": "C3H4ClN2O", "method": "the ωB97M-V functional and the def2-TZVPD basis", "relative_energy_kcal_mol": 53.4, "homo_ev": -14.75, "e_lumo_ev": -5.529, "charge": 1, "gap_ha": 0.339, "symbols": ["C", "C", "C", "N", "N", "O", "Cl", "H", "H", "H", "H"], "xyz": [[2.94555, -1.77582, 0.24123], [-0.58724, 0.35100, -0.97788], [0.85903, 0.34205, 1.04992], [2.80835, -0.59240, 0.16611], [0.10338, 0.30638, 0.06434], [2.89419, -2.90216, 0.45758], [3.31544, 0.90344, -0.40886], [-1.74123, 0.46064, -0.92037], [-0.16926, 0.26974, -1.90478], [0.93727, -0.39234, 1.85801], [1.45375, 1.22730, 1.18222]], "forces_ev_per_angstrom": [[0.55, -0.29, -0.12], [-3.02, 0.34, 2.83], [0.12, -0.08, 0.90], [-0.24, 2.40, -0.08], [-0.98, -0.09, -0.56], [0.11, -1.00, -0.02], [0.58, -1.17, -0.22], [2.08, 0.28, 0.12], [1.33, -0.75, -2.44], [-0.29, -0.30, -0.73], [-0.25, 0.65, 0.32]]}

---

No. 8
{"formula": "C3H4ClN2O2", "method": "the ωB97M-V functional and the def2-TZVPD basis", "relative_energy_kcal_mol": 0.0, "homo_ev": -4.95, "e_lumo_ev": 3.597, "charge": -1, "gap_ha": 0.314, "symbols": ["C", "C", "C", "N", "N", "O", "O", "Cl", "H", "H", "H", "H"], "xyz": [[2.23948, 0.86002, 0.90975], [-0.21282, -1.60264, -0.39283], [-1.25864, 0.65208, 0.10227], [2.61673, 1.52634, 1.71311], [-0.14087, 0.01064, -0.49399], [0.94749, -2.08251, -0.50486], [-1.34449, -2.03588, -0.22015], [-0.19156, 0.16732, -2.25190], [1.91996, 0.09095, 0.32733], [-1.30183, 0.28522, 1.16012], [-1.11377, 1.86502, -0.04829], [-2.15970, 0.26345, -0.30058]], "forces_ev_per_angstrom": [[-0.55, -1.90, -1.62], [1.75, 0.23, 0.17], [0.46, 2.40, 0.55], [1.73, 3.57, 3.58], [0.93, -1.62, -0.63], [-1.96, 0.63, 0.30], [0.32, -0.15, 0.06], [-0.09, 0.60, 0.04], [-1.02, -1.74, -1.91], [0.38, 0.86, -0.59], [-0.69, -3.04, 0.71], [-1.26, 0.16, -0.66]]}

---

No. 9
{"formula": "C3H4ClN3", "method": "the ωB97M-V functional and the def2-TZVPD basis", "relative_energy_kcal_mol": 113.7, "homo_ev": [-7.73, -7.73], "e_lumo_ev": [-0.514, -0.517], "charge": 0, "gap_ha": [0.265, 0.265], "symbols": ["C", "C", "C", "N", "N", "N", "Cl", "H", "H", "H", "H"], "xyz": [[0.22018, -0.94638, 1.54186], [0.59365, 0.25627, -0.41536], [0.81947, 0.64963, -1.76759], [0.81029, -0.56637, 0.39480], [-1.05054, -0.61630, 1.79116], [-1.75081, 0.04682, 0.91041], [-3.27368, 0.53987, 1.47303], [0.83718, -1.30222, 2.32861], [0.63550, 1.59929, -2.01260], [1.95294, 0.37411, -1.92079], [0.20581, -0.03470, -2.32353]], "forces_ev_per_angstrom": [[-0.92, -0.42, 0.38], [0.68, 0.72, -0.18], [2.44, -4.16, 0.06], [-0.84, 0.66, 1.25], [-1.35, 1.39, -0.90], [3.21, -1.84, 0.26], [-0.41, 0.11, 0.49], [0.12, -0.56, 0.31], [-0.66, 3.68, -0.72], [-2.12, 0.60, 0.02], [-0.14, -0.19, -0.97]]}

---

No. 10
{"formula": "C3H4ClNO2", "method": "the ωB97M-V functional and the def2-TZVPD basis", "relative_energy_kcal_mol": 41.7, "homo_ev": -10.33, "e_lumo_ev": 0.795, "charge": 0, "gap_ha": 0.409, "smiles": "[H]/N=C1\\OCO[C@@H]1Cl", "symbols": ["C", "C", "C", "N", "O", "O", "Cl", "H", "H", "H", "H"], "xyz": [[-0.14664, 1.03022, 0.14455], [0.26082, -1.11673, -0.43061], [-1.24267, -0.03384, 0.79103], [-0.27593, 2.26487, 0.23902], [0.69023, 0.25393, -0.57396], [-0.55349, -1.20953, 0.66688], [-2.56044, 0.08416, -0.37403], [-0.17174, -1.44991, -1.30268], [1.22698, -1.81686, -0.38388], [-1.80006, 0.17602, 1.80310], [0.19353, 2.78995, -0.42549]], "forces_ev_per_angstrom": [[-2.10, -1.23, 1.42], [4.17, -0.90, 0.57], [0.81, 2.47, 0.60], [-1.31, -1.23, 1.18], [-0.33, -0.24, 0.22], [-0.31, -0.76, 1.28], [-1.05, -0.18, -0.79], [-1.67, -0.23, -2.10], [-1.93, 1.66, 0.72], [2.03, -0.61, -1.75], [1.68, 1.25, -1.34]]}

---

no.,electronic energy (eV)
1,-53065.1195
2,-66090.6208
3,-29249.4117
4,-29248.4317
5,-26773.1453
6,-17184.1448
7,-20714.7621
8,-22773.3556
9,-20163.6264
10,-21281.7126